{"formula": "C14H20N5O2PYb", "method": "ωB97M-V/def2-TZVPD", "homo_lumo_gap_ev": [6.72, 5.29], "s2": 2.0343, "max_force_ev_per_a": 4.55, "e_homo_ev": [-14.14, -14.14], "total_charge": 2, "multiplicity": 3, "species": ["C", "C", "N", "C", "C", "C", "C", "C", "P", "H", "H", "H", "C", "C", "H", "H", "H", "C", "C", "H", "H", "H", "H", "H", "H", "H", "H", "H", "H", "H", "H", "C", "O", "Yb", "O", "H", "H", "N", "N", "C", "N", "C", "N"], "coordinates": [[-0.97842, 2.55464, -1.39122], [-0.47095, 1.34928, -2.18517], [-0.23674, 0.24767, -1.45426], [0.00630, -0.95861, -2.07614], [0.25087, -0.95496, -3.47411], [0.08919, 0.20302, -4.20858], [-0.31006, 1.38682, -3.56953], [-0.02990, -2.17516, -1.33499], [-0.09854, -2.41777, 0.43350], [-0.48070, 2.33370, -4.08566], [0.57807, -1.88868, -3.92959], [0.30119, 0.21514, -5.27367], [0.98697, 3.00547, 0.02586], [-1.20096, 3.39848, 0.93773], [0.11350, -3.07965, -1.94161], [-2.07694, 2.48203, -1.28687], [-0.75966, 3.47712, -1.96144], [1.48902, -3.24385, 0.85375], [-1.23808, -3.86836, 0.58484], [1.55441, -3.34908, 1.94611], [1.54610, -4.23369, 0.37636], [2.31557, -2.60173, 0.52084], [-1.53828, -3.97521, 1.63700], [-2.13880, -3.71837, -0.02724], [-0.72847, -4.78838, 0.26689], [-1.16980, 4.48438, 0.73077], [-2.25277, 3.07619, 0.92798], [-0.79379, 3.24034, 1.95135], [1.12626, 4.06691, -0.24672], [1.35421, 2.86345, 1.04990], [1.59385, 2.36883, -0.62502], [-0.67628, -1.15288, 3.03129], [-0.89401, -1.30232, 4.14814], [-0.44183, 0.41291, 0.90004], [-2.62355, -0.47714, 0.17709], [-2.43171, -1.46211, 0.11517], [-2.71779, -0.20475, -0.75960], [-0.41961, 2.61692, -0.02075], [1.65171, 0.22405, 1.80844], [2.38612, 0.27353, 2.73637], [3.25830, 0.31662, 3.66149], [3.07661, 0.53098, 4.93543], [3.02941, 0.72421, 6.09582]], "forces_ev_per_angstrom": [[0.053, 0.503, -0.265], [0.191, 0.132, 0.490], [-0.586, -0.395, 0.412], [0.176, 0.109, -0.053], [-0.072, -0.392, 0.324], [0.159, 0.537, -0.019], [-0.064, -0.191, 0.323], [0.662, -0.366, -1.293], [0.461, -0.545, -0.401], [0.090, -0.447, -0.040], [-0.213, 0.276, -0.057], [-0.099, -0.076, 0.124], [0.788, 0.440, 0.070], [-0.529, 0.473, 0.175], [-0.077, 0.335, 0.105], [0.353, 0.049, -0.187], [-0.149, -0.251, 0.299], [0.203, 0.438, -0.051], [-0.317, 0.433, 0.143], [-0.027, -0.032, -0.277], [-0.021, 0.381, 0.150], [-0.142, -0.256, 0.149], [0.049, -0.057, -0.283], [0.147, -0.169, 0.190], [-0.143, 0.337, 0.004], [-0.005, -0.402, 0.107], [0.182, 0.133, -0.036], [-0.045, 0.146, -0.231], [-0.063, -0.372, 0.001], [0.025, 0.138, -0.214], [-0.114, 0.145, -0.014], [-1.287, 0.621, 4.317], [0.907, -0.017, -3.597], [1.498, -1.000, 0.310], [0.893, -0.927, -0.428], [-0.647, 1.449, 0.164], [-0.270, -0.200, 0.479], [-0.295, -1.238, -0.160], [-2.248, 0.206, -1.465], [2.420, 0.231, 3.028], [-1.682, -0.403, -3.561], [-0.091, 0.680, 3.972], [-0.072, -0.460, -2.704]], "mulliken_charge": [-0.941, 0.796, 0.350, 0.936, -1.049, -0.552, -0.894, -1.024, 0.831, 0.499, 0.485, 0.465, -1.003, -1.071, 0.350, 0.261, 0.468, -1.248, -1.220, 0.397, 0.486, 0.343, 0.399, 0.414, 0.411, 0.363, 0.403, 0.436, 0.358, 0.428, 0.336, 0.285, -0.131, 0.909, -0.627, 0.340, 0.380, 0.209, -0.580, 0.527, -0.545, 0.444, -0.423]}